Entry 1:
{
  "formula": "C2HF2N3O",
  "method": "ωB97M-V/def2-TZVPD",
  "elements": ["O", "N", "N", "N", "C", "F", "C", "F", "H"],
  "coordinates": [[2.034, 0.263, -0.008], [0.711, -0.077, -0.006], [0.320, -1.342, -0.005], [-0.992, -1.322, -0.005], [-1.407, -0.058, 0.007], [-2.675, 0.289, -0.006], [-0.301, 0.785, -0.009], [-0.153, 2.084, -0.001], [2.464, -0.622, 0.033]],
  "nbo_charge": [-0.48, 0.10, -0.11, -0.26, 0.39, -0.28, 0.39, -0.26, 0.50],
  "energy_ev": -14039.30491,
  "de_lowest_kj_mol": 0.00,
  "lumo_ev": 0.52,
  "smiles": "On1nnc(F)c1F",
  "homo_lumo_gap_ha": 0.388
}



Entry 2:
{
  "formula": "C2HF2N4",
  "method": "ωB97M-V/def2-TZVPD",
  "elements": ["C", "C", "N", "N", "N", "N", "F", "F", "H"],
  "coordinates": [[-0.035, 0.453, -0.170], [-0.198, -1.544, 0.191], [1.025, 2.225, -0.211], [1.122, 0.943, 0.197], [-0.915, 1.364, -0.622], [-0.180, 2.452, -0.687], [-1.520, -1.884, 0.388], [0.488, -1.692, 1.384], [0.213, -2.316, -0.470]],
  "nbo_charge": [0.25, 0.54, -0.19, -0.42, -0.42, -0.16, -0.37, -0.37, 0.12],
  "charge": -1,
  "energy_ev": -13483.90581,
  "de_lowest_kj_mol": 0.00,
  "lumo_ev": 4.09,
  "homo_lumo_gap_ha": 0.339
}



Entry 3:
{
  "formula": "C2HF2O7S2",
  "method": "ωB97M-V/def2-TZVPD",
  "elements": ["C", "C", "O", "O", "O", "O", "O", "O", "O", "F", "F", "S", "S", "H"],
  "coordinates": [[0.115, -0.608, -0.129], [1.035, 1.058, 2.141], [-2.345, -1.518, -0.001], [2.489, -0.185, -1.352], [0.537, 0.841, -2.438], [-2.333, 0.590, -1.227], [-1.202, -1.451, -2.191], [0.658, 0.778, 0.187], [1.511, 2.121, 2.249], [1.745, -0.138, 2.165], [-0.191, 0.706, 2.512], [1.068, 0.095, -1.357], [-1.505, -0.538, -1.079], [-1.580, -1.752, 0.520]],
  "nbo_charge": [-0.51, 1.16, -0.89, -0.90, -0.88, -0.91, -0.95, -0.77, -0.59, -0.36, -0.32, 2.23, 2.20, 0.49],
  "charge": -1,
  "energy_ev": -43525.92506,
  "de_lowest_kj_mol": 0.00,
  "lumo_ev": 3.41,
  "homo_lumo_gap_ha": 0.346
}



Entry 4:
{
  "formula": "C2HF3I2",
  "method": "ωB97M-V/def2-TZVPD",
  "elements": ["F", "C", "F", "C", "F", "I", "I", "H"],
  "coordinates": [[-2.842, 0.546, 0.001], [-2.240, -0.184, -0.824], [-2.470, 0.157, -2.125], [-1.580, -1.327, -0.516], [-1.369, -1.653, 0.732], [-0.822, -2.545, -2.074], [1.919, 1.316, -0.310], [0.897, -0.028, -0.802]],
  "nbo_charge": [-0.26, 0.65, -0.31, 0.07, -0.30, 0.17, -0.11, 0.10],
  "energy_ev": -26441.88313,
  "de_lowest_kj_mol": 122.70,
  "lumo_ev": 0.01,
  "smiles": "FC(F)=C(F)I.I",
  "homo_lumo_gap_ha": 0.348
}



Entry 5:
{
  "formula": "C2HF3O2",
  "method": "ωB97M-V/def2-TZVPD",
  "elements": ["C", "C", "O", "O", "F", "F", "F", "H"],
  "coordinates": [[1.156, -0.035, 0.043], [-1.548, 0.511, -0.715], [0.237, -0.084, -0.729], [1.204, 0.041, 1.326], [2.396, 0.074, -0.458], [-1.938, -0.315, -1.693], [-1.912, -0.124, 0.372], [0.404, -0.067, 1.853]],
  "nbo_charge": [1.10, 0.61, -0.56, -0.65, -0.30, -0.36, -0.37, 0.54],
  "energy_ev": -14335.10781,
  "de_lowest_kj_mol": 308.40,
  "lumo_ev": 0.18,
  "homo_lumo_gap_ha": 0.364
}



Entry 6:
{
  "formula": "C2HF3O2",
  "method": "ωB97M-V/def2-TZVPD",
  "elements": ["O", "O", "C", "F", "C", "F", "F", "H"],
  "coordinates": [[0.263, -0.646, -1.914], [-0.704, -0.925, -0.966], [-0.200, -0.577, 0.650], [-0.192, -1.584, 1.492], [0.061, 0.698, 0.904], [0.600, 1.181, 1.991], [0.235, 1.604, -0.008], [-0.064, 0.249, -2.149]],
  "nbo_charge": [-0.40, -0.28, 0.46, -0.27, 0.60, -0.29, -0.29, 0.46],
  "energy_ev": -14331.64220,
  "de_lowest_kj_mol": 642.78,
  "lumo_ev": 0.61,
  "smiles": "OOC(F)=C(F)F",
  "homo_lumo_gap_ha": 0.402
}



Entry 7:
{
  "formula": "C2HF3O2S",
  "method": "ωB97M-V/def2-TZVPD",
  "elements": ["C", "C", "O", "O", "F", "F", "F", "S", "H"],
  "coordinates": [[1.517, -0.329, 0.403], [-1.273, -0.217, -0.265], [2.028, -1.073, 1.162], [0.449, 1.992, 0.109], [-1.602, -1.351, 0.351], [-0.561, -0.469, -1.367], [-2.362, 0.479, -0.553], [-0.072, 0.884, 0.850], [1.876, 0.083, -0.690]],
  "nbo_charge": [0.29, 0.80, -0.46, -0.92, -0.31, -0.32, -0.31, 1.05, 0.18],
  "energy_ev": -25170.56443,
  "de_lowest_kj_mol": 114.04,
  "lumo_ev": 0.10,
  "homo_lumo_gap_ha": 0.364
}



Entry 8:
{
  "formula": "C2HF4P",
  "method": "ωB97M-V/def2-TZVPD",
  "elements": ["F", "P", "C", "F", "C", "F", "F", "H"],
  "coordinates": [[0.194, 2.118, -3.421], [1.033, 1.453, -2.138], [-0.197, 0.385, -1.782], [-1.379, 0.254, -2.394], [0.018, -0.672, -0.448], [0.162, -1.951, -0.815], [1.262, -0.267, 0.060], [-0.790, -0.747, 0.337]],
  "nbo_charge": [-0.58, 1.01, -0.12, -0.30, 0.52, -0.33, -0.36, 0.16],
  "energy_ev": -22247.56299,
  "de_lowest_kj_mol": 139.48,
  "lumo_ev": -0.14,
  "smiles": "F/P=C(\\F)C(F)F",
  "homo_lumo_gap_ha": 0.364
}



Entry 9:
{
  "formula": "C2HF4P",
  "method": "ωB97M-V/def2-TZVPD",
  "elements": ["C", "C", "F", "F", "F", "F", "P", "H"],
  "coordinates": [[0.900, -1.243, 0.134], [-0.977, 0.945, -0.134], [2.700, -1.519, 0.069], [-1.464, 1.143, -1.348], [-0.964, 2.194, 0.464], [-1.777, 0.185, 0.511], [0.856, 0.297, -0.513], [0.726, -2.001, 0.817]],
  "nbo_charge": [-0.21, 0.77, -0.49, -0.33, -0.34, -0.30, 0.68, 0.22],
  "energy_ev": -22245.26294,
  "de_lowest_kj_mol": 361.40,
  "lumo_ev": -1.35,
  "homo_lumo_gap_ha": 0.355
}



Entry 10:
{
  "formula": "C2HF4P",
  "method": "ωB97M-V/def2-TZVPD",
  "elements": ["F", "C", "F", "F", "H", "F", "C", "P"],
  "coordinates": [[1.004, -0.254, 1.122], [1.658, 0.194, 0.054], [0.871, 0.067, -1.005], [1.917, 1.485, 0.232], [2.597, -0.367, -0.091], [-2.917, -1.728, -0.035], [-2.690, -0.463, -0.118], [-2.441, 1.065, -0.161]],
  "nbo_charge": [-0.32, 0.87, -0.32, -0.33, 0.11, -0.28, -0.08, 0.37],
  "energy_ev": -22246.77675,
  "de_lowest_kj_mol": 215.34,
  "lumo_ev": 0.88,
  "smiles": "FC(F)F.FC#P",
  "homo_lumo_gap_ha": 0.397
}



Entry 11:
{
  "formula": "C2HF5NO5S2Y",
  "method": "ωB97M-V/def2-TZVPD",
  "elements": ["N", "S", "O", "O", "C", "F", "F", "S", "O", "O", "Y", "C", "F", "F", "F", "O", "H"],
  "coordinates": [[-1.185, -0.071, 0.072], [-1.627, -1.499, -0.583], [-2.787, -1.285, -1.443], [-0.417, -2.109, -1.262], [-1.688, -2.761, 0.844], [-2.314, -2.187, 1.894], [-2.534, -3.732, 0.401], [0.222, 0.142, 0.786], [1.065, -1.085, 0.944], [0.195, 1.090, 1.890], [0.585, -3.163, 0.460], [0.912, 1.156, -0.694], [0.179, 1.144, -1.791], [1.049, 2.409, -0.296], [2.098, 0.653, -0.981], [3.211, 6.127, -0.049], [3.036, 5.171, -0.192]],
  "lowdin_spin": [0.00, 0.00, 0.00, 0.00, 0.00, 0.00, 0.00, 0.00, 0.00, 0.00, 0.00, 0.00, 0.00, 0.00, 0.00, 0.98, 0.02],
  "charge": 1,
  "multiplicity": 2,
  "energy_ev": -50105.95102,
  "de_lowest_kj_mol": 0.00,
  "lumo_ev": [-6.69, -6.69],
  "homo_lumo_gap_ha": [0.272, 0.240]
}



Entry 12:
{
  "formula": "C2HFHoO2",
  "method": "ωB97M-V/def2-TZVPD",
  "elements": ["C", "C", "O", "Ho", "F", "H", "O"],
  "coordinates": [[-0.526, 0.290, -0.095], [-0.508, 0.155, -1.419], [-0.509, 0.017, -2.577], [1.795, -0.882, 1.999], [1.224, 0.859, 0.702], [-1.378, 0.850, 0.301], [-0.097, -1.289, 1.089]],
  "lowdin_spin": [0.58, 0.25, 0.26, 3.03, 0.21, 0.01, -0.34],
  "charge": 1,
  "multiplicity": 5,
  "energy_ev": -34686.81918,
  "de_lowest_kj_mol": 0.00,
  "lumo_ev": [-5.80, -6.31],
  "homo_lumo_gap_ha": [0.288, 0.181]
}